Record 1
37
Properties=species:S:1:pos:R:3:forces:R:3 method="wB97M-V/def2-TZVPD" gap_ev=7.86 de_lowest_kcal_mol=0.0 charge=+3 spin_multiplicity=1
C 4.5649 -0.2601 -2.8501 0.8 -0.4 -0.4
C 3.1886 -0.0329 -2.9687 -4.6 2.1 0.3
H 5.0516 0.0383 -3.8028 -0.1 -0.1 0.2
H 4.6966 -1.3372 -2.6560 0.2 0.1 -0.1
H 4.9600 0.3294 -1.9998 -0.2 -0.1 -0.3
O 2.0737 0.2727 -2.9830 4.5 -1.5 -0.2
Cl 3.2070 -0.6646 0.1500 -0.6 0.0 -0.1
Zr 0.8731 -0.3681 0.3705 2.1 -2.3 3.9
P -0.1576 -2.4446 -0.9525 -1.0 -1.8 -1.3
C -1.7162 -2.3759 -1.8867 -0.2 0.7 0.1
C 1.0135 -2.9889 -2.2458 0.6 0.3 0.1
H 0.6951 -3.9873 -2.5806 0.1 0.3 0.0
H -0.5032 -4.8368 -0.6871 0.0 0.3 -0.1
H 2.0340 -3.0505 -1.8442 -0.2 -0.2 -0.1
H 0.4477 -4.1653 0.6638 -0.2 -0.1 -0.1
H -1.6543 -1.6184 -2.6769 -0.1 -0.2 0.0
H 1.0143 -2.2877 -3.0876 -0.1 -0.2 0.0
C -0.4060 -3.9883 -0.0008 0.4 0.3 0.9
H -1.9097 -3.3637 -2.3282 0.1 0.3 0.1
H -1.3081 -3.9091 0.6136 0.1 0.0 -0.1
H -2.5403 -2.1070 -1.2133 0.1 -0.1 -0.2
P 0.9300 2.1780 1.0340 -0.1 2.5 0.4
C -0.3893 3.3424 0.5959 -0.4 -0.4 -0.3
C 1.1311 2.5267 2.8164 0.0 -1.0 0.3
H 3.2438 2.2858 0.3032 -0.1 0.4 0.1
H 2.6523 3.8474 0.9620 -0.1 -0.2 -0.3
H 2.1854 3.3211 -0.6985 0.1 0.1 0.2
C 2.4002 2.9888 0.3222 0.4 -0.5 -0.3
H 1.8532 1.8304 3.2593 -0.1 0.2 0.0
H 1.4933 3.5523 2.9397 -0.1 -0.1 -0.2
H -0.1331 4.3260 1.0149 -0.1 -0.3 -0.2
H -1.3370 2.9913 1.0213 0.1 0.2 0.0
H 0.1678 2.4011 3.3200 0.1 0.0 0.0
H -0.4966 3.4053 -0.4940 0.0 0.2 0.2
C -0.4014 0.5472 -1.1386 -5.7 3.8 -5.4
O -1.1622 1.0449 -1.8810 4.1 -2.7 3.9
Br 0.0960 -1.1596 2.6000 0.3 0.5 -1.2



Record 2
24
Properties=species:S:1:pos:R:3:forces:R:3 method="wB97M-V/def2-TZVPD" gap_ev=8.95 de_lowest_kcal_mol=57.0 charge=+1 smiles="C/C=C/CC[C@H](C)[NH3+]" spin_multiplicity=1
C -1.1069 2.8518 1.5806 -1.2 0.9 2.2
C -0.5370 1.4844 1.7118 2.1 0.2 -0.5
C -1.0228 0.3352 1.2606 -2.8 1.0 1.2
C -0.4644 -1.0059 1.3816 3.5 -0.4 -0.1
C 0.7585 -0.8562 0.3278 1.3 -5.2 1.1
C 0.4072 -0.7168 -1.0813 -0.9 1.9 -2.4
C -0.0471 -2.0275 -1.6621 -2.6 1.0 -0.8
N 1.5683 -0.0914 -2.1476 0.7 0.8 1.0
H -1.3974 3.1941 0.6188 -0.2 -0.1 -1.1
H -2.0055 3.0163 2.2428 0.6 -0.5 -0.7
H -0.4345 3.6030 2.0007 0.3 -0.2 -0.3
H 0.5262 1.5373 2.0709 -1.0 -0.5 0.1
H -2.0384 0.3760 0.8752 -0.1 0.1 -0.2
H 0.0927 -1.2470 2.3364 -0.5 0.8 -0.8
H -1.0805 -1.8938 1.3149 -0.5 0.3 -0.9
H 1.4040 -1.8676 0.4113 -1.0 2.3 0.0
H 1.2847 -0.0456 0.6930 1.3 1.5 0.7
H -0.2664 0.1940 -1.2108 0.1 -1.7 0.1
H -0.3850 -1.9947 -2.6951 1.1 0.1 -0.7
H -1.1006 -2.0222 -1.3524 0.1 -0.6 0.9
H 0.4020 -2.9751 -1.3966 0.5 0.3 0.2
H 1.1614 0.2516 -3.0307 -0.5 -0.4 0.5
H 2.1191 0.7747 -1.8096 -0.7 -2.1 -0.2
H 2.1625 -0.8747 -2.4400 0.4 0.5 0.4



Record 3
16
Properties=species:S:1:pos:R:3:forces:R:3 method="wB97M-V/def2-TZVPD" gap_ev=9.63 de_lowest_kcal_mol=84.7 spin_multiplicity=1
C 0.3889 -0.5275 0.8792 -0.2 0.5 1.9
C 0.7590 -1.3899 -0.2591 -1.9 -3.6 0.3
C 1.9527 0.8531 0.0197 0.0 -2.6 -1.0
C -0.4393 1.4775 -0.3767 -0.1 -1.9 2.7
N 0.6513 0.8201 0.3810 -1.0 0.8 1.1
N 1.9343 -0.9513 -0.8069 3.2 2.8 -1.1
F 2.3633 1.8270 -0.7831 -0.3 -0.7 0.4
F 2.7963 0.6661 1.0455 -0.1 0.4 -0.8
F 3.0064 -1.6106 -0.1587 0.1 -0.2 0.4
H -0.6307 -0.6706 1.1597 -1.0 0.3 0.0
H 0.9301 -0.7891 1.8050 0.3 0.5 -0.5
H 0.7502 -2.5862 0.0498 0.0 3.1 -1.1
H 0.0140 -1.1191 -1.0348 0.1 -1.0 0.1
H -0.1727 2.4357 -0.6322 0.6 2.2 -0.7
H -0.7652 0.9146 -1.1971 -0.2 -0.8 -1.6
H -1.3038 1.4996 0.3037 0.3 0.3 -0.1